(1)
Formula: C4H10O2
Source: the OMol25 dataset
Level of theory: the ωB97M-V functional and the def2-TZVPD basis

```
16
C4H10O2 (the ωB97M-V functional and the def2-TZVPD basis)
C 1.5615 -0.5762 -0.1533
O 2.8481 -0.1114 -0.0729
C 0.5287 0.4957 -0.1587
C -0.8405 -0.1776 -0.1271
C -1.9957 0.8130 -0.1024
O -0.8254 -1.0559 0.9914
H 1.4047 -1.3602 0.6444
H 1.5028 -1.1710 -1.1128
H 3.5053 -0.8493 -0.0876
H 0.6491 1.1283 -1.0331
H 0.6325 1.1435 0.7124
H -0.9228 -0.8459 -0.9992
H -2.9000 0.2790 0.1685
H -2.1318 1.3000 -1.0620
H -1.7946 1.5894 0.6431
H -1.2220 -0.6013 1.7495
```

Calculated values
charge	+1
gap between HOMO and LUMO (spin up / spin down)	12.09 / 5.11	eV
highest occupied orbital energy (spin up / spin down)	-15.69 / -14.98	eV
⟨S²⟩	0.755
spin multiplicity	2
maximum force	0.9	eV/Å

(2)
Formula: C4H10O2S
Source: the OMol25 dataset
Level of theory: the ωB97M-V functional and the def2-TZVPD basis

```
17
C4H10O2S (the ωB97M-V functional and the def2-TZVPD basis)
O 2.5644 0.6609 -3.1368
C 1.6472 0.2710 -2.4681
C 1.6588 0.1253 -0.9813
C 0.3385 -0.3101 -0.3526
C -0.0439 -1.7203 -0.8129
S -1.6229 -2.3121 -0.2241
H 0.6961 0.0280 -2.9987
H 2.0862 1.0329 -0.5660
H 2.4182 -0.5906 -0.6867
H 0.4373 -0.2692 0.7225
H -0.4697 0.3449 -0.6655
H 0.8139 -2.3772 -0.6835
H -0.1727 -1.7098 -1.8947
H -1.3935 -2.3571 1.0934
O -2.7093 2.7915 4.6643
H -3.5466 3.0075 5.0965
H -2.7019 3.3842 3.8942
```

Calculated values
charge	0
gap between HOMO and LUMO	10.06	eV
highest occupied orbital energy	-9.33	eV
SMILES string	O=CCCCS.O
maximum force	0.9	eV/Å

(3)
Formula: C4H10O2Si
Source: the OMol25 dataset
Level of theory: the ωB97M-V functional and the def2-TZVPD basis

```
17
C4H10O2Si (the ωB97M-V functional and the def2-TZVPD basis)
C -2.8069 0.0867 -0.1783
C -1.7995 -0.6819 -0.4741
Si 0.0854 -0.4768 -0.0415
C 0.8977 0.4882 -1.4527
O 0.8000 -1.9934 0.1049
O -0.2154 0.1381 1.4233
C 0.7058 0.9202 2.2475
H -3.8436 -0.1706 -0.4659
H -2.7525 0.7912 0.6122
H -1.7996 -1.5629 -1.1613
H 1.8961 0.7159 -1.1328
H 0.7297 -0.1905 -2.2514
H 0.4421 1.4621 -1.6455
H 0.2962 -2.8909 -0.1088
H 1.5765 0.3870 2.4890
H 0.3764 1.0801 3.2442
H 0.9259 1.8786 1.8243
```

Calculated values
charge	0
gap between HOMO and LUMO	10.19	eV
highest occupied orbital energy	-9.53	eV
SMILES string	C=C[Si@](C)(O)OC
maximum force	4.3	eV/Å